1.
Entry from the Open Molecules 2025 dataset: a structure of composition C42H29Cl2IIrN5O11P in a non-equilibrium geometry (ωB97M-V with the def2-TZVPD basis set).

Geometry as ORCA input:
```
! wB97M-V def2-TZVPD RIJCOSX def2/J DEFGRID3
* xyz 2 2
Ir -1.431 1.296 -0.389
I 0.640 -2.415 -2.020
C 1.778 -4.171 -1.837
C 1.873 -5.055 -2.862
C 2.658 -6.211 -2.645
C 3.285 -6.408 -1.450
C 3.180 -5.470 -0.391
C 3.841 -5.648 0.848
C 3.742 -4.714 1.839
C 2.969 -3.552 1.651
C 2.292 -3.349 0.471
P 1.293 -1.862 0.236
C 2.382 -0.446 0.123
C 3.219 -0.189 1.209
C 4.115 0.867 1.133
C 4.174 1.660 -0.001
C 3.329 1.409 -1.075
C 2.434 0.357 -1.018
C -0.202 -1.985 1.212
C -0.132 -2.640 2.442
C -1.294 -2.818 3.178
C -2.511 -2.377 2.693
C -2.592 -1.738 1.459
C -1.444 -1.534 0.725
C 2.398 -4.306 -0.574
H 1.380 -4.904 -3.814
H 2.754 -6.933 -3.444
H 3.887 -7.294 -1.293
H 4.439 -6.539 0.994
H 4.257 -4.855 2.778
H 2.923 -2.836 2.462
H 3.168 -0.761 2.122
H 4.765 1.066 1.975
H 4.882 2.477 -0.050
H 3.364 2.036 -1.955
H 1.768 0.189 -1.854
H 0.800 -3.002 2.845
H -1.235 -3.305 4.141
H -3.408 -2.539 3.275
H -3.543 -1.398 1.071
H -1.513 -1.084 -0.266
Cl -4.437 7.520 1.266
C -3.817 5.908 1.224
C -3.192 5.393 2.374
C -2.669 4.128 2.387
Cl -1.909 3.529 3.819
C -2.715 3.302 1.238
O -2.190 2.116 1.277
C -3.386 3.830 0.097
C -3.573 3.056 -1.074
O -3.113 1.914 -1.317
C -3.934 5.137 0.106
H -3.121 6.008 3.261
H -4.217 3.475 -1.852
H -4.438 5.516 -0.773
O 3.518 4.165 5.057
N 3.043 4.615 4.037
O 3.246 5.720 3.586
C 2.153 3.732 3.273
C 1.933 2.437 3.723
C 1.142 1.624 2.963
C 0.603 1.957 1.688
O 0.063 1.012 1.008
C 0.788 3.332 1.367
C 1.540 4.205 2.139
N 0.127 3.926 0.222
O -0.036 3.193 -0.771
O -0.229 5.072 0.262
N 0.798 0.307 3.511
O 1.713 -0.465 3.771
O -0.370 0.071 3.687
H 2.358 2.102 4.660
H 1.659 5.238 1.842
O -4.424 -1.739 -2.043
C -4.629 -1.409 -3.408
N -3.807 -2.171 -4.312
C -2.520 -1.920 -4.669
O -1.872 -2.667 -5.373
C -1.854 -0.662 -4.172
C -1.117 0.107 -5.067
C -0.392 1.179 -4.579
C -0.379 1.427 -3.216
N -1.064 0.668 -2.346
C -1.809 -0.343 -2.830
H -4.797 -2.611 -1.871
H -4.389 -0.352 -3.496
H -5.671 -1.555 -3.689
H -4.162 -3.046 -4.673
H -1.122 -0.141 -6.120
H 0.180 1.814 -5.240
H 0.182 2.246 -2.789
H -2.378 -0.914 -2.107
*
```

Its orbital gap (alpha / beta) is 4.988 / 4.988 eV. Its HOMO energy (alpha / beta) is -0.4499 / -0.4502 Ha. The energy relative to the best compared isomer or geometry (same formula, charge and spin) comes out at 263.4 kJ/mol.

These are the Mulliken partial charges, in e, on atoms 1 to 2: 1.418 0.349

***

2.
Entry from the Open Molecules 2025 dataset: a structure of composition C42H30BrF9LuN6O6 in a non-equilibrium geometry (ωB97M-V with the def2-TZVPD basis set).

Geometry as ORCA input:
```
! wB97M-V def2-TZVPD RIJCOSX def2/J DEFGRID3
* xyz -1 1
Lu 0.766 -0.292 -0.007
C -0.483 -4.432 2.170
C 0.201 -3.433 1.275
N -0.170 -2.193 1.231
N -1.195 -1.817 2.035
C -1.633 -0.586 1.781
O -1.226 0.139 0.832
C -2.705 -0.073 2.672
C -3.227 1.188 2.397
C -4.185 1.744 3.224
C -4.646 1.035 4.323
C -4.135 -0.225 4.594
C -3.162 -0.779 3.781
C 1.261 -3.842 0.364
C 1.658 -5.182 0.228
C 2.569 -5.518 -0.754
C 3.074 -4.518 -1.572
C 2.680 -3.209 -1.323
N 1.810 -2.878 -0.389
H -1.231 -3.882 2.738
H 0.225 -4.895 2.857
H -0.978 -5.208 1.586
H -2.849 1.713 1.530
H -4.565 2.735 3.032
H -5.397 1.465 4.971
H -4.493 -0.769 5.457
H -2.746 -1.749 4.007
H 1.243 -5.942 0.872
H 2.880 -6.546 -0.885
H 3.749 -4.744 -2.382
H 3.079 -2.387 -1.904
C 7.242 2.334 -4.041
O 5.872 2.319 -3.731
C 5.451 1.520 -2.699
C 6.334 0.848 -1.836
C 5.827 0.096 -0.812
C 4.450 -0.051 -0.590
C 3.963 -0.791 0.536
C 4.948 -1.573 1.394
O 2.768 -0.824 0.873
C 3.518 0.595 -1.492
O 2.259 0.448 -1.428
C 4.094 1.391 -2.527
H 7.348 2.960 -4.927
H 7.614 1.331 -4.273
H 7.847 2.766 -3.236
H 7.402 0.940 -1.941
H 6.517 -0.390 -0.139
H 5.659 -0.900 1.868
H 5.491 -2.302 0.796
H 4.378 -2.075 2.171
H 3.422 1.920 -3.184
Br -7.086 3.334 1.549
C -6.557 2.461 -0.060
C -5.955 1.215 -0.006
C -5.600 0.588 -1.181
C -5.864 1.189 -2.424
C -6.497 2.442 -2.441
C -6.829 3.082 -1.270
N -5.772 0.506 -3.608
N -4.892 -0.297 -3.978
C -3.646 -0.447 -3.465
C -3.145 -1.755 -3.571
C -1.987 -2.150 -2.952
C -1.181 -1.234 -2.231
O -0.131 -1.573 -1.611
C -1.590 0.166 -2.265
N -0.722 1.041 -1.722
C -1.000 2.325 -1.788
C -2.140 2.820 -2.434
C -3.042 1.941 -2.979
C -2.807 0.558 -2.876
H -5.759 0.741 0.946
H -5.147 -0.393 -1.145
H -6.718 2.898 -3.395
H -7.313 4.049 -1.286
H -3.768 -2.476 -4.081
H -1.676 -3.185 -2.973
H -0.284 3.000 -1.337
H -2.306 3.885 -2.506
H -3.907 2.302 -3.517
F 1.160 -0.451 2.838
C 1.156 0.746 3.454
F -0.088 0.936 3.902
F 1.929 0.610 4.544
C 1.598 1.859 2.434
O 1.188 1.601 1.221
C 1.036 3.215 2.995
F 1.148 3.311 4.335
F 1.682 4.273 2.488
F -0.251 3.378 2.706
C 3.165 1.972 2.523
F 3.666 2.420 1.375
F 3.759 0.803 2.781
F 3.599 2.809 3.487
*
```

Its orbital gap is 6.696 eV. Its HOMO energy is -0.1714 Ha. The energy relative to the best compared isomer or geometry (same formula, charge and spin) comes out at 22.2 kJ/mol.

These are the Mulliken partial charges, in e, on atoms 1 to 2: 2.694 -2.007

***

3.
Entry from the Open Molecules 2025 dataset: a structure of composition C42H30N10O2SeTc in a non-equilibrium geometry (ωB97M-V with the def2-TZVPD basis set).

Geometry as ORCA input:
```
! wB97M-V def2-TZVPD RIJCOSX def2/J DEFGRID3
* xyz 2 2
Tc -0.239 -0.596 -0.827
C -0.030 -6.755 2.211
C 0.481 -5.346 2.262
C 1.803 -5.044 2.576
C 2.254 -3.738 2.550
C 1.408 -2.673 2.248
N 1.951 -1.358 2.194
C 2.275 0.546 0.682
C 2.275 1.475 1.715
C 2.637 2.794 1.484
C 3.020 3.236 0.222
C 3.503 4.640 -0.003
C 2.934 2.327 -0.826
C 2.554 1.008 -0.623
N 2.298 0.233 -1.803
C 3.018 -0.933 -2.411
C 2.246 -1.090 -3.676
C 1.091 -0.424 -3.513
N 1.035 0.232 -2.294
C 0.068 -2.961 2.002
C -0.369 -4.282 1.993
N -0.971 -1.974 1.920
C -1.941 -1.931 2.859
C -3.020 -1.263 2.332
C -2.633 -0.947 1.033
N -1.391 -1.371 0.779
H 0.575 -7.428 2.815
H -0.010 -7.120 1.181
H -1.061 -6.805 2.559
H 2.488 -5.841 2.835
H 3.290 -3.524 2.782
H 1.993 1.173 2.712
H 2.639 3.486 2.317
H 4.546 4.730 0.307
H 2.925 5.354 0.583
H 3.446 4.918 -1.054
H 3.136 2.652 -1.840
H 4.815 -0.767 -1.697
H 2.575 -1.705 -4.496
H 0.248 -0.363 -4.182
H -1.418 -4.477 1.801
H -1.800 -2.388 3.824
H -3.958 -1.035 2.808
H -3.211 -0.432 0.287
Se -6.439 3.054 -3.332
N -5.754 1.475 -3.675
C -4.648 1.362 -2.982
C -3.799 0.188 -3.005
C -4.042 -0.951 -3.772
C -3.144 -1.998 -3.697
C -2.040 -1.906 -2.859
N -1.797 -0.829 -2.110
C -2.663 0.211 -2.190
C -2.338 1.339 -1.358
N -1.228 1.182 -0.591
C -0.868 2.202 0.189
C -1.591 3.384 0.262
C -2.735 3.539 -0.496
C -3.126 2.491 -1.331
C -4.312 2.502 -2.165
N -5.155 3.502 -2.224
H -4.919 -0.993 -4.403
H -3.287 -2.895 -4.284
H -1.323 -2.714 -2.783
H 0.034 2.070 0.774
H -1.251 4.168 0.923
H -3.327 4.444 -0.461
O 4.357 -0.832 -2.543
C 2.388 -1.817 -1.252
O 1.165 -2.077 -1.320
C 2.966 -1.614 0.050
C 4.284 -1.820 0.404
C 4.907 -1.408 1.569
C 4.337 -0.936 2.790
C 5.225 -0.502 3.802
C 4.802 -0.266 5.085
C 3.464 -0.483 5.424
C 2.563 -0.867 4.451
C 2.970 -1.052 3.132
N 2.050 -0.862 0.875
H 4.890 -2.369 -0.312
H 5.985 -1.519 1.588
H 6.272 -0.376 3.552
H 5.504 0.060 5.840
H 3.127 -0.329 6.440
H 1.517 -1.010 4.694
*
```

Its orbital gap (alpha / beta) is 5.274 / 5.611 eV. Its HOMO energy (alpha / beta) is -0.4427 / -0.4519 Ha.

These are the Mulliken partial charges, in e, on atoms 1 to 2: 0.169 -1.653